The following is a quantum chemistry calculation of a single C3H4N2O2S2 molecule in a non-equilibrium geometry, from the Open Molecules 2025 dataset.

Last column: natural (NBO) charge in e.
Positions of all 13 atoms, in Å:
C -0.74 0.26 -0.88  -0.769
C -2.00 2.41 0.28  0.837
C 0.29 -0.18 -0.09  0.582
N -2.95 1.77 -0.07  -0.724
N 0.17 -0.69 1.12  -0.789
O 1.51 0.02 -0.52  -0.618
O -1.23 3.08 0.82  -0.483
S -2.98 -1.19 0.58  -0.468
S -2.49 0.12 -0.79  0.865
H -0.54 0.45 -1.98  0.231
H -0.73 -1.07 1.44  0.434
H 0.90 -0.83 1.81  0.417
H 1.40 0.52 -1.27  0.488

Computed properties:
- HOMO-LUMO gap: 8.736 eV
- Calculated total energy: -31919.9290 eV
- Lowest unoccupied orbital energy: 0.05 eV
- Relative energy (zero: lowest compared OMol25 entry of this formula, charge and spin): 34.3 kcal per mole
- HOMO: -8.689 eV